(a)
Molecular formula: C4H5N3
Method: DFT, the ωB97M-V functional and the def2-TZVPD basis

The calculation puts the lowest unoccupied orbital energy at 0.55 eV. The value obtained for the HOMO energy is -9.7 eV. For the gap between HOMO and LUMO, the calculation gives 10.25 eV. The SMILES is N#CC=C=N.C=N.

The geometry in ORCA input format:
```
! wB97M-V def2-TZVPD RIJCOSX def2/J DEFGRID3
* xyz 0 1
N 0.76263 -1.22769 -2.72085
C 0.08066 -0.62172 -1.99997
C -0.82100 0.14393 -1.19109
C -1.96733 -0.32155 -0.74985
N -3.00005 -0.68543 -0.20309
H -0.62742 1.17710 -0.92163
H -2.65719 -1.07023 0.67848
C 1.52389 0.63844 1.75443
N 1.30885 0.87801 0.53127
H 2.21160 -0.13953 2.08674
H 1.00914 1.21180 2.53269
H 1.89309 0.23456 -0.01252
*
```

***

(b)
Molecular formula: C4H5N3
Method: DFT, the ωB97M-V functional and the def2-TZVPD basis

The calculation puts the lowest unoccupied orbital energy at 0.92 eV. The value obtained for the HOMO energy is -9.1 eV. For the gap between HOMO and LUMO, the calculation gives 10.01 eV. The SMILES is Nc1ncccn1.

The geometry in ORCA input format:
```
! wB97M-V def2-TZVPD RIJCOSX def2/J DEFGRID3
* xyz 0 1
N 2.32818 -0.19543 -0.10116
C 0.95148 -0.07233 -0.05060
N 0.23201 -1.18965 0.12621
C -1.08762 -1.02630 0.22208
C -1.70127 0.21703 0.17031
C -0.84911 1.29954 -0.01567
N 0.46684 1.17441 -0.14458
H 2.77981 0.22066 -0.90085
H 2.67383 -1.11556 0.11202
H -1.68107 -1.93393 0.33227
H -2.77486 0.33952 0.26296
H -1.23770 2.31687 -0.04676
*
```

***

Which of them is most stable? Easy: (b).

***

(a)
Molecular formula: C4H8N2O2
Method: DFT, the ωB97M-V functional and the def2-TZVPD basis

The calculation puts the lowest unoccupied orbital energy at 0.53 eV. The value obtained for the HOMO energy is -9.3 eV. For the gap between HOMO and LUMO, the calculation gives 9.79 eV. The SMILES is O[C@H]1CN=CNOC1.

The geometry in ORCA input format:
```
! wB97M-V def2-TZVPD RIJCOSX def2/J DEFGRID3
* xyz 0 1
O 2.41998 -0.21542 -0.31765
C 1.13553 0.00958 0.38161
C 0.32608 1.22047 -0.16560
N -0.86576 1.59597 0.29589
C -1.75774 0.68839 -0.07725
N -1.81776 -0.72913 -0.41728
O -0.95063 -1.51454 0.37160
C 0.26336 -1.14993 0.01792
H 2.94944 0.47893 0.40897
H 1.00956 -0.12427 1.54542
H 0.17445 0.67565 -1.24495
H 1.06202 2.12051 -0.07247
H -2.64970 1.26347 0.12338
H -2.82828 -0.86429 -0.11726
H 0.50188 -1.45233 -1.09187
H 1.02756 -2.00306 0.35954
*
```

***

(b)
Molecular formula: C4H8N2O2
Method: DFT, the ωB97M-V functional and the def2-TZVPD basis

The calculation puts the lowest unoccupied orbital energy at 0.82 eV. The value obtained for the HOMO energy is -8.6 eV. For the gap between HOMO and LUMO, the calculation gives 9.39 eV. The SMILES is N=C=C[C@@H](N)C(O)O.

The geometry in ORCA input format:
```
! wB97M-V def2-TZVPD RIJCOSX def2/J DEFGRID3
* xyz 0 1
N 0.50288 -1.34037 2.10885
C 0.60003 -1.26301 0.89009
C 0.95042 -1.03971 -0.35062
C 0.41825 0.18288 -1.01558
N -0.49797 -0.03925 -2.06723
C -0.31860 1.15333 0.23086
O -1.48628 0.46605 0.60740
O 0.40335 1.61366 1.31269
H -0.17877 -1.96093 2.52778
H 1.52227 -1.75780 -0.92235
H 1.21740 0.85293 -1.33568
H -0.10045 -0.17929 -2.98635
H -1.31192 -0.56312 -1.77280
H -0.58427 2.05699 -0.33419
H -1.90721 0.97161 1.31381
H 0.77089 0.84600 1.79331
*
```

***

(c)
Molecular formula: C4H8N2O2
Method: DFT, the ωB97M-V functional and the def2-TZVPD basis

The calculation puts the lowest unoccupied orbital energy (alpha / beta) at -0.43 / -0.43 eV. The value obtained for the HOMO energy (alpha / beta) is -9.4 / -9.4 eV. For the gap between HOMO and LUMO (alpha / beta), the calculation gives 8.93 / 8.93 eV.

The geometry in ORCA input format:
```
! wB97M-V def2-TZVPD RIJCOSX def2/J DEFGRID3
* xyz 0 1
C 3.13063 -0.14967 0.21327
C -2.67664 -0.24562 -0.27479
N 0.48275 -0.18063 0.33219
C -0.16462 0.23772 -0.74319
C -1.46596 0.49624 0.22442
O 2.04281 -0.86638 -0.38185
N -1.43266 1.46483 1.03671
O -0.17670 0.03271 -1.92476
H 1.32422 -1.26413 0.34369
H -2.35995 1.68799 1.40209
H 3.09315 -0.19162 1.30284
H 4.04181 -0.61354 -0.16586
H 3.09012 0.88954 -0.11446
H -2.78973 -0.07860 -1.34695
H -2.55657 -1.32081 -0.12502
H -3.58266 0.10196 0.22166
*
```

***

(d)
Molecular formula: C4H8N2O2
Method: DFT, the ωB97M-V functional and the def2-TZVPD basis

The calculation puts the lowest unoccupied orbital energy at 0.28 eV. The value obtained for the HOMO energy is -8.0 eV. For the gap between HOMO and LUMO, the calculation gives 8.29 eV.

The geometry in ORCA input format:
```
! wB97M-V def2-TZVPD RIJCOSX def2/J DEFGRID3
* xyz 0 1
C 0.75515 -2.02425 -1.06101
C -1.08986 0.05883 0.97031
C -0.00297 1.09636 0.75295
C 1.64468 0.07487 -0.52845
N 1.19133 0.06752 -2.71980
N 0.93240 0.59488 -1.52766
O 0.88918 -1.93568 -2.25633
O 1.31734 0.52093 0.69017
H 0.62271 -2.81407 -0.45414
H -2.10302 0.47115 0.97111
H -0.99759 -0.62986 0.05339
H -1.19725 -0.44689 1.88973
H -0.18235 1.70174 1.63435
H -0.24521 1.87219 -0.08596
H 2.52842 -0.46347 -0.54042
H 0.41370 0.29736 -3.43787
*
```

***

Which of them is most stable? Easy: (b).